(1)
10
Properties=species:S:1:pos:R:3:forces:R:3:mulliken_charge:R:1 method="wB97M-V/def2-TZVPD" orbital_gap_ev=11.7 e_homo_ev=-15.4 e_lumo_ha=-0.1376 relative_energy_kj_mol=338.07 total_charge=+1
Cs -1.54804 2.45618 0.51588 -9.3 7.3 1.3 0.863
C -0.27189 -1.16559 0.06544 1.2 0.8 0.5 -1.038
C 0.47280 0.11294 -0.42072 0.3 -4.0 -0.8 -0.007
O 0.01575 1.20214 0.29560 8.0 -4.7 -0.4 -0.741
H -0.12201 -1.91617 -0.71062 -0.8 -0.1 0.1 0.331
H -1.27411 -0.89083 0.39430 -0.4 -0.5 -0.8 0.289
H 0.17968 -1.56803 0.97221 0.2 0.1 0.0 0.297
H 0.24370 0.17795 -1.48439 0.1 0.7 0.0 0.218
H 1.53747 -0.08187 -0.29174 0.0 0.4 -0.1 0.283
H 0.76665 1.67330 0.66404 0.7 0.0 0.2 0.503

***

(2)
12
Properties=species:S:1:pos:R:3:forces:R:3:mulliken_charge:R:1 method="wB97M-V/def2-TZVPD" orbital_gap_ev="9.3 / 6.4" e_homo_ev="-8.7 / -8.0" e_lumo_ha="0.0216 / -0.0601" relative_energy_kj_mol=240.32
C -0.86363 -1.77268 -1.68873 0.8 3.2 -0.6 -0.260
C 0.03677 1.48529 -0.17970 -0.4 0.1 1.6 -0.359
F -1.21363 -2.92046 -1.22754 -0.4 -2.3 0.4 -0.208
F -0.40370 1.28295 -1.44510 -0.5 -0.5 -0.7 -0.262
P 1.67486 -0.66743 1.51490 -0.3 -0.5 -0.3 -0.025
P -0.37124 0.09431 1.19055 1.2 1.0 -0.9 -0.048
H -0.98783 -0.94937 -0.96895 0.0 -0.5 -0.8 0.131
H -0.39250 -1.64824 -2.68500 -0.5 -0.5 0.9 0.305
H -0.58087 2.26153 0.30437 0.3 0.1 -0.6 0.253
H 1.07654 1.81219 -0.28068 -0.1 -0.3 0.5 0.350
H 1.50124 -1.82866 0.68208 0.0 0.4 0.2 0.049
H -0.14067 1.15930 2.08827 -0.2 -0.1 0.4 0.073

***

(3)
29
Properties=species:S:1:pos:R:3:forces:R:3:mulliken_charge:R:1 method="wB97M-V/def2-TZVPD" orbital_gap_ev=2.4 e_homo_ev=-14.0 e_lumo_ha=-0.4266 relative_energy_kj_mol=517.21 total_charge=+1
In 21.52785 -6.10704 -13.95650 -0.4 1.1 -0.4 1.320
N 18.83842 -5.81532 -14.78687 -1.3 -5.0 0.2 0.036
S 17.98542 -4.64438 -15.17288 0.5 11.8 -3.2 0.950
O 16.85932 -4.10023 -14.46896 0.9 -1.7 0.0 -0.450
O 17.98450 -4.24849 -16.60838 -0.3 -2.2 2.1 -0.448
F 19.22952 -3.69192 -14.72007 -0.3 0.7 0.4 -0.259
S 17.55643 -6.90714 -15.04093 -1.1 -7.9 0.9 0.978
O 17.45428 -7.27329 -16.41922 0.3 1.3 0.5 -0.457
O 16.34660 -6.85196 -14.24677 2.7 0.8 -0.8 -0.433
F 18.40131 -8.23481 -14.45832 -0.8 2.2 -0.2 -0.306
N 23.21078 -5.78509 -11.79143 3.0 2.2 0.2 -0.087
S 24.17975 -4.41384 -11.32193 2.8 7.2 -0.9 0.932
O 25.58983 -4.53476 -11.74857 -3.3 -1.0 1.3 -0.446
O 23.87644 -3.54751 -10.13476 0.5 -3.7 -3.5 -0.425
F 23.59914 -3.56920 -12.51736 -0.5 0.0 0.0 -0.136
S 23.60533 -6.49182 -10.45104 -1.7 -7.0 6.1 1.009
O 22.80887 -5.94374 -9.34405 1.8 -0.2 -1.7 -0.416
O 24.95001 -7.03887 -10.16908 -2.9 2.5 -1.4 -0.402
F 22.77195 -7.79837 -10.73804 0.3 -0.1 -0.5 -0.245
C 22.32015 -3.64121 -16.96926 -0.4 1.4 0.5 -0.402
C 21.87075 -2.62071 -15.91428 0.3 -0.1 0.5 -0.540
O 22.05909 -3.22038 -14.68704 0.4 -1.8 2.1 -0.333
O 21.83816 -4.96273 -16.67206 -0.3 0.8 0.0 -0.441
H 23.40104 -3.69214 -17.10042 0.0 0.3 0.2 0.324
H 21.86939 -3.13158 -17.82084 0.0 -1.0 -0.9 0.358
H 20.85208 -2.23367 -15.93850 -0.3 -0.4 -0.8 0.358
H 22.48908 -1.72548 -15.84844 0.4 0.2 -0.9 0.389
H 21.74656 -2.67502 -13.96143 -0.2 0.2 0.2 0.306
H 21.72744 -5.36987 -17.53437 -0.1 -0.5 -0.1 0.266

***

(4)
17
Properties=species:S:1:pos:R:3:forces:R:3:mulliken_charge:R:1 method="wB97M-V/def2-TZVPD" orbital_gap_ev=7.8 e_homo_ev=-8.3 e_lumo_ha=-0.0162
C -2.54415 0.75100 0.89459 -0.9 -1.9 0.3 -0.913
C -1.14730 -0.21242 -1.73718 -2.8 -0.8 1.2 -0.477
F 2.56196 -2.11944 1.60100 0.2 0.6 -0.4 -0.235
F 0.29492 -1.58071 0.76888 0.0 0.2 0.0 -0.224
F 2.16700 -2.01464 -0.95667 -0.2 0.8 1.1 -0.265
F 1.99531 1.67366 1.73776 -1.2 0.0 0.2 -0.228
F 1.92477 1.66183 -0.92539 -0.6 -0.7 0.8 -0.256
F 3.89289 1.12243 0.44377 0.1 -0.8 -0.3 -0.248
Si -2.55885 1.00628 -1.09518 0.3 -0.2 1.0 0.187
Si 1.82175 -1.30609 0.45192 -0.4 -2.7 -0.4 0.663
Si 2.31651 0.88253 0.42043 2.1 2.5 -0.8 0.763
H -2.93118 1.43154 1.69068 0.4 0.2 -1.1 0.380
H -3.25228 -0.15871 1.13580 1.0 1.2 -0.9 0.272
H -1.58525 0.34536 1.23920 0.0 0.2 0.0 0.155
H -1.87377 -1.11256 -1.99318 1.6 1.4 0.3 0.271
H -0.70284 0.17272 -2.61288 0.3 0.3 -1.3 0.386
H -0.37949 -0.54279 -1.06356 0.1 -0.3 0.3 -0.230

***

(5)
13
Properties=species:S:1:pos:R:3:forces:R:3:mulliken_charge:R:1 method="wB97M-V/def2-TZVPD" orbital_gap_ev=8.9 e_homo_ev=-8.5 e_lumo_ha=0.0149 relative_energy_kj_mol=48.54
C -1.08340 0.98084 1.54236 -1.3 -1.0 -0.6 0.080
C -1.11422 -0.23056 2.06407 2.4 -3.1 0.5 -0.770
N -0.08229 1.49562 0.73266 -0.7 -0.5 0.6 -0.404
O 1.65733 -2.00397 -2.30415 0.7 3.5 0.6 -0.456
O 1.35461 0.23887 -1.44790 -0.2 -0.3 -0.8 -0.379
F 0.84704 -0.33860 -3.90002 -0.3 -0.2 2.1 -0.316
S 0.62076 -0.70531 -2.22766 1.4 -0.9 -1.6 0.799
H -2.03844 1.45095 1.52140 -0.4 1.1 0.1 0.285
H 1.30716 -2.85031 -2.39996 -1.5 -2.2 -0.4 0.339
H -0.19589 -0.96811 1.94340 -1.7 1.7 0.3 0.127
H -1.92324 -0.73560 2.60890 0.1 0.9 -0.4 0.250
H 0.77015 1.18623 1.13009 1.3 -0.2 -0.2 0.225
H -0.11956 2.47995 0.73680 0.2 1.3 -0.2 0.220

***

(6)
11
Properties=species:S:1:pos:R:3:forces:R:3:mulliken_charge:R:1 method="wB97M-V/def2-TZVPD" orbital_gap_ev=9.2 e_homo_ev=-9.2 e_lumo_ha=-0.0021 relative_energy_kj_mol=350.96
C 2.63476 -0.24412 -0.23652 -5.2 2.8 -1.2 -0.135
C -1.46570 -1.34488 0.06196 -1.0 2.4 1.8 -0.412
N -2.38491 0.98408 0.88311 -0.5 1.1 -1.1 -0.527
F 2.89066 1.04723 -0.76375 0.6 -1.0 0.1 -0.280
S -1.89932 0.09761 -0.56394 -0.1 -0.2 1.8 0.087
H 2.79872 -1.02259 -0.91312 1.1 -1.0 -0.9 0.240
H 1.47517 -0.21494 -0.11171 1.6 -0.3 -0.3 -0.056
H 2.90481 -0.29258 0.74630 1.8 -0.4 2.3 0.249
H -1.23328 -1.83123 -0.80825 0.9 -1.9 -2.6 0.280
H -3.39444 0.80237 1.02044 0.7 0.0 0.0 0.267
H -2.32648 2.01904 0.68548 0.0 -1.4 0.1 0.286

***

(7)
12
Properties=species:S:1:pos:R:3:forces:R:3:mulliken_charge:R:1 method="wB97M-V/def2-TZVPD" smiles=COP(F)OC orbital_gap_ev=10.9 e_homo_ev=-9.8 e_lumo_ha=0.0392 relative_energy_kj_mol=144.15
C -1.74928 1.15723 -0.36886 3.1 -0.1 0.0 -0.591
O -0.48125 0.37382 -0.34567 1.6 1.4 -1.0 -0.345
P 1.05594 1.24306 -0.59425 -3.7 -0.1 0.8 0.386
F 1.21086 1.57258 1.01818 0.4 -0.4 -1.1 -0.276
O 1.92566 -0.03570 -0.87337 -0.1 0.7 0.4 -0.171
C 2.05857 -0.97001 0.17420 3.0 -1.2 1.2 -0.528
H -1.40656 2.10357 0.14248 -1.3 -0.2 -1.4 0.327
H -2.30550 0.64913 0.36680 -1.2 -0.6 0.5 0.229
H -2.19064 1.07871 -1.40632 0.4 0.8 1.3 0.190
H 2.22086 -1.93105 -0.37186 -0.7 0.4 1.1 0.236
H 1.31656 -0.90174 1.00448 0.2 -0.4 -1.2 0.312
H 3.08472 -0.74539 0.67449 -1.6 -0.4 -0.7 0.232

***

(8)
11
Properties=species:S:1:pos:R:3:forces:R:3:mulliken_charge:R:1 method="wB97M-V/def2-TZVPD" smiles=CSP(C)F orbital_gap_ev=9.9 e_homo_ev=-9.1 e_lumo_ha=0.0319 relative_energy_kj_mol=51.41
C -2.24102 0.64321 -0.31459 1.0 2.6 1.4 -0.797
S -0.96884 -0.56158 0.26771 -0.1 0.5 -0.3 -0.117
P 0.84504 0.32126 -0.35290 -0.1 0.5 0.1 0.295
C 1.96279 -1.05352 0.12952 -0.8 0.5 -2.7 -1.008
F 1.26674 1.29195 0.91096 -0.3 -0.4 -0.4 -0.286
H -3.00585 0.15591 -0.87073 -0.5 -0.3 -0.3 0.303
H -1.85412 1.55447 -0.86274 0.1 -1.5 -0.1 0.288
H -2.62561 1.22089 0.57861 0.0 -1.3 -0.7 0.280
H 2.05389 -1.74411 -0.76877 -0.6 0.1 1.8 0.337
H 1.67307 -1.25675 1.12037 -0.2 -1.6 1.0 0.366
H 2.89390 -0.57173 0.16254 1.5 0.8 0.2 0.338

***

(9)
10
Properties=species:S:1:pos:R:3:forces:R:3:mulliken_charge:R:1 method="wB97M-V/def2-TZVPD" orbital_gap_ev="5.4 / 5.1" e_homo_ev="-16.3 / -16.0" e_lumo_ha="-0.4011 / -0.3995" total_charge=+2 multiplicity=3
C -0.67581 -1.07249 0.09335 1.6 5.0 0.8 -0.992
C -0.56361 0.42512 0.30764 -1.5 -4.3 0.0 -0.214
Ga 1.41426 1.15585 0.27150 -1.1 1.1 1.8 0.565
H -1.58680 -1.51462 -0.51243 1.4 0.4 2.0 0.061
H 0.20940 -1.73733 0.50719 -2.2 0.9 -1.6 0.336
H -1.50130 1.13120 0.44653 1.7 -1.6 -1.0 0.328
H 2.27161 0.09935 1.12915 0.2 -0.7 -0.6 -0.048
H 1.53004 2.65578 0.82910 -0.3 -0.4 -0.7 -0.111
H 1.87485 1.01024 -1.27571 0.6 -0.3 -0.3 0.016
Tm -2.97265 -2.15310 -1.79633 -0.4 -0.2 -0.4 2.058

***

(10)
12
Properties=species:S:1:pos:R:3:forces:R:3:mulliken_charge:R:1 method="wB97M-V/def2-TZVPD" orbital_gap_ev="8.6 / 5.4" e_homo_ev="-10.2 / -8.9" e_lumo_ha="-0.0581 / -0.1263" relative_energy_kj_mol=212.92
C -0.82972 -0.78475 0.10262 2.7 -2.9 0.4 -1.235
C 0.58094 -0.15282 0.17250 -0.2 -0.8 0.0 -0.281
N 1.15328 2.14259 1.40960 -0.7 -4.6 1.5 -0.502
O 0.35035 2.33629 -0.95752 -0.6 0.0 -0.9 -0.561
S 0.21330 1.68373 0.33348 0.8 -0.2 -1.1 0.607
I -4.25976 0.27813 -0.10860 -0.1 0.1 0.0 0.056
H -0.62508 -1.92027 -0.02163 -0.9 1.8 0.3 0.260
H -1.50098 -0.56913 0.88033 -0.2 -0.1 2.0 0.461
H -1.40819 -0.44758 -0.68134 -0.6 0.6 -2.6 0.322
H 1.11138 -0.48930 -0.80681 -0.5 1.4 1.8 0.292
H 1.16356 -0.44078 1.11504 -0.9 0.4 -1.5 0.316
H 1.48954 3.00637 1.50406 1.4 4.4 0.1 0.265